# 1
Here is C36H28F6N6O2PS2Sn as an isolated structure from OMol25. Energies are from the ωB97M-V functional and the def2-TZVPD basis.

Summary:
multiplicity: 2
LUMO energy (spin up / spin down): -6.068 / -8.387 eV
charge: +2
energy relative to the best compared isomer or geometry (same formula, charge and spin): 34.5 kcal/mol
gap between HOMO and LUMO (spin up / spin down): 5.99 / 3.67 eV
expectation value of S²: 0.79

Last column: Mulliken charge in e.
Cartesian coordinates (Å):
1 Sn 19.087 13.071 11.977  0.784
2 C 23.249 12.366 9.274  -1.807
3 C 21.804 12.446 9.679  0.521
4 N 21.458 12.535 10.930  0.686
5 N 22.432 13.013 11.856  -0.685
6 C 22.646 12.178 12.808  0.495
7 S 22.338 10.686 13.610  0.210
8 S 23.730 12.213 14.249  0.071
9 C 22.711 13.247 15.432  -0.710
10 C 23.290 14.598 15.509  0.143
11 C 22.800 15.675 14.787  0.148
12 C 23.298 16.996 14.960  -0.620
13 C 24.253 17.227 15.860  -0.227
14 C 24.728 16.181 16.638  -0.670
15 C 24.296 14.896 16.447  -0.272
16 C 20.731 12.129 8.774  0.891
17 C 21.105 11.444 7.592  -1.072
18 C 20.167 10.776 6.783  -0.787
19 C 18.820 10.914 7.098  -0.624
20 C 18.431 11.637 8.232  -0.203
21 C 19.337 12.318 9.030  0.512
22 O 18.837 13.102 10.011  -0.582
23 H 23.770 13.018 9.944  0.506
24 H 23.471 12.733 8.232  0.448
25 H 23.600 11.344 9.391  0.388
26 H 22.661 12.728 16.406  0.603
27 H 21.702 13.290 15.010  0.232
28 H 21.998 15.483 14.096  0.342
29 H 22.855 17.882 14.453  0.295
30 H 24.625 18.249 16.059  0.357
31 H 25.378 16.414 17.494  0.348
32 H 24.689 14.020 16.975  0.355
33 H 22.177 11.209 7.306  0.190
34 H 20.525 10.177 5.976  0.454
35 H 18.078 10.358 6.576  0.438
36 H 17.381 11.723 8.548  0.377
37 C 9.691 23.397 12.805  -0.788
38 O 9.506 22.386 11.768  -0.364
39 C 10.463 21.466 11.598  0.766
40 C 10.187 20.279 10.896  -0.748
41 C 11.115 19.303 10.874  -0.470
42 C 12.410 19.457 11.502  0.239
43 C 12.769 20.736 12.096  -0.761
44 C 11.797 21.695 12.097  -0.165
45 C 13.412 18.453 11.504  0.380
46 N 14.655 18.744 11.807  -0.624
47 C 15.324 17.574 11.821  0.626
48 C 14.370 16.511 11.627  0.107
49 N 13.183 17.065 11.377  -0.123
50 C 14.783 15.098 11.680  0.462
51 C 13.900 14.040 11.599  -0.294
52 C 14.391 12.752 11.638  -1.187
53 C 15.726 12.543 11.753  -0.211
54 N 16.594 13.548 11.821  0.235
55 C 16.160 14.803 11.844  -0.060
56 C 17.122 15.882 11.810  -0.104
57 N 18.406 15.584 11.800  0.149
58 C 19.370 16.508 11.847  -0.022
59 C 19.078 17.869 11.778  -1.198
60 C 17.725 18.214 11.845  -0.245
61 C 16.692 17.275 11.865  -0.105
62 H 8.837 24.046 12.787  0.275
63 H 10.565 24.050 12.672  0.316
64 H 9.813 22.923 13.783  0.384
65 H 9.220 20.233 10.448  0.492
66 H 10.914 18.336 10.417  0.387
67 H 13.764 20.868 12.471  0.516
68 H 12.143 22.721 12.389  0.184
69 H 12.269 16.621 11.473  0.349
70 H 12.872 14.297 11.623  0.492
71 H 13.737 11.848 11.614  0.431
72 H 16.141 11.547 11.913  0.518
73 H 20.402 16.112 11.877  0.518
74 H 19.927 18.574 11.786  0.404
75 H 17.374 19.236 11.820  0.572
76 F 20.146 10.049 12.395  -0.299
77 P 18.673 9.423 12.137  1.262
78 F 19.276 7.921 12.007  -0.360
79 F 17.196 8.885 11.823  -0.351
80 F 18.463 9.263 13.715  -0.391
81 F 18.037 11.016 12.265  -0.433
82 F 18.871 9.727 10.588  -0.298

# 2
Here is C36H29CeF2N2P2 as an isolated structure from OMol25. Energies are from the ωB97M-V functional and the def2-TZVPD basis.

Summary:
multiplicity: 2
LUMO energy (spin up / spin down): -6.139 / -6.084 eV
charge: +2
energy relative to the best compared isomer or geometry (same formula, charge and spin): 4.1 kcal/mol
gap between HOMO and LUMO (spin up / spin down): 7.48 / 7.54 eV
expectation value of S²: 0.75

Last column: Mulliken charge in e.
Cartesian coordinates (Å):
1 Ce -1.031 0.772 -0.431  0.797
2 F -0.453 2.995 -5.727  -0.307
3 C -1.309 2.624 -4.776  0.026
4 C -0.819 2.045 -3.611  -0.248
5 C -1.677 1.641 -2.584  0.431
6 C -3.085 1.809 -2.766  -0.771
7 C -3.527 2.414 -3.952  0.131
8 F -4.828 2.629 -4.184  -0.318
9 C -2.664 2.830 -4.951  -0.628
10 C -4.012 1.329 -1.705  1.109
11 C -5.404 1.475 -1.750  -0.906
12 C -6.194 0.995 -0.722  -0.400
13 C -5.601 0.341 0.352  -1.029
14 C -4.227 0.217 0.340  0.100
15 N -3.448 0.700 -0.638  0.007
16 H 0.257 1.920 -3.520  0.522
17 H -3.061 3.301 -5.837  0.538
18 H -5.889 1.958 -2.578  0.613
19 H -7.266 1.127 -0.765  0.469
20 H -6.187 -0.059 1.165  0.457
21 H -3.703 -0.310 1.142  0.402
22 C 2.005 -2.314 0.880  -1.102
23 N 1.400 -0.967 0.898  0.543
24 P -0.190 -0.977 1.636  0.333
25 C 0.269 -1.732 3.219  0.220
26 C 1.234 -1.099 4.000  -0.184
27 C 1.652 -1.697 5.171  -0.732
28 C 1.115 -2.915 5.561  -0.506
29 C 0.156 -3.542 4.781  -0.707
30 C -0.277 -2.950 3.606  -0.302
31 C -0.410 0.790 2.235  0.093
32 C 0.429 1.907 2.083  0.663
33 C 0.043 3.139 2.606  -0.942
34 C -1.156 3.276 3.288  -0.647
35 C -1.982 2.173 3.467  -0.876
36 C -1.623 0.951 2.925  -0.502
37 P 1.701 0.071 -0.453  0.045
38 C 3.516 -0.033 -0.458  0.929
39 C 4.158 0.678 0.556  -0.443
40 C 5.530 0.604 0.692  -0.791
41 C 6.271 -0.159 -0.197  -0.609
42 C 5.635 -0.866 -1.203  -0.798
43 C 4.259 -0.813 -1.339  -0.283
44 C 1.142 -0.849 -1.969  1.074
45 C 1.699 -0.495 -3.199  -1.022
46 C 1.297 -1.127 -4.364  -0.757
47 C 0.318 -2.107 -4.322  -0.726
48 C -0.290 -2.426 -3.116  -0.866
49 C 0.098 -1.790 -1.943  -0.179
50 H 2.551 -2.483 1.807  0.237
51 H 2.703 -2.404 0.049  0.502
52 H 1.250 -3.099 0.782  0.416
53 H 1.648 -0.153 3.680  0.348
54 H 2.401 -1.214 5.779  0.447
55 H 1.445 -3.373 6.480  0.432
56 H -0.249 -4.494 5.085  0.452
57 H -1.030 -3.426 2.993  0.418
58 H 1.428 1.802 1.662  0.319
59 H 0.702 3.989 2.503  0.537
60 H -1.432 4.233 3.703  0.457
61 H -2.891 2.265 4.043  0.500
62 H -2.236 0.070 3.108  0.568
63 H 3.581 1.286 1.239  0.260
64 H 6.018 1.138 1.490  0.471
65 H 7.344 -0.197 -0.103  0.427
66 H 6.213 -1.472 -1.882  0.443
67 H 3.779 -1.375 -2.127  0.425
68 H 2.471 0.263 -3.231  0.658
69 H 1.766 -0.869 -5.301  0.497
70 H 0.036 -2.631 -5.222  0.458
71 H -1.040 -3.202 -3.082  0.518
72 H -0.331 -2.133 -0.993  0.288

# 3
Here is C36H29ClFN3O8PSc as an isolated structure from OMol25. Energies are from the ωB97M-V functional and the def2-TZVPD basis.

Summary:
LUMO energy: 0.221 eV
charge: 0
energy relative to the best compared isomer or geometry (same formula, charge and spin): 2.4 kcal/mol
gap between HOMO and LUMO: 9.46 eV

Last column: Mulliken charge in e.
Cartesian coordinates (Å):
1 Sc 0.895 1.161 0.149  -0.093
2 O 1.398 -3.314 4.377  -0.570
3 C 0.114 -3.017 4.253  0.380
4 O -0.743 -3.568 4.901  -0.627
5 C -0.242 -1.972 3.257  0.393
6 C -1.530 -1.533 3.026  -0.996
7 N -1.462 -0.612 2.051  -0.064
8 N -0.214 -0.429 1.626  0.723
9 C 0.541 -1.236 2.343  -0.465
10 C 2.004 -1.161 2.041  0.890
11 O 2.799 -1.854 2.677  -0.946
12 O 2.284 -0.344 1.102  -0.354
13 H 1.975 -2.773 3.766  0.431
14 H -2.455 -1.828 3.491  0.551
15 H -2.192 -0.053 1.633  0.042
16 O 2.704 0.489 -1.248  -0.060
17 C 3.511 1.566 -1.683  -1.026
18 C 3.785 2.530 -0.557  0.910
19 C 4.855 3.411 -0.620  -1.050
20 C 5.068 4.277 0.435  -0.251
21 C 4.212 4.221 1.524  -0.916
22 C 3.171 3.312 1.505  -0.434
23 N 2.951 2.483 0.481  0.507
24 H 3.149 0.002 -0.531  0.312
25 H 2.953 2.073 -2.470  0.298
26 H 4.453 1.201 -2.099  0.423
27 H 5.508 3.403 -1.483  0.459
28 H 5.894 4.976 0.415  0.410
29 H 4.344 4.869 2.379  0.428
30 H 2.474 3.237 2.326  0.654
31 F 0.715 2.478 -1.261  -0.791
32 O 0.020 -0.274 -1.118  1.468
33 P -0.554 -1.372 -1.955  1.152
34 C -1.933 -2.132 -1.084  0.327
35 C -3.143 -1.440 -1.015  -0.784
36 C -4.161 -1.905 -0.197  -0.738
37 C -3.971 -3.054 0.562  -0.520
38 C -2.768 -3.742 0.500  -0.779
39 C -1.750 -3.284 -0.323  -0.190
40 C -1.170 -0.699 -3.494  0.532
41 C -0.776 0.599 -3.815  -0.515
42 C -1.224 1.169 -4.999  -0.831
43 C -2.056 0.455 -5.849  -0.471
44 C -2.462 -0.832 -5.517  -0.818
45 C -2.025 -1.409 -4.336  -0.395
46 C 0.663 -2.654 -2.255  0.323
47 C 0.606 -3.505 -3.356  -0.739
48 C 1.543 -4.516 -3.494  -0.676
49 C 2.535 -4.681 -2.536  -0.609
50 C 2.599 -3.831 -1.441  -0.871
51 C 1.665 -2.815 -1.300  -0.156
52 H -3.283 -0.536 -1.597  0.405
53 H -5.101 -1.372 -0.150  0.438
54 H -4.765 -3.414 1.203  0.418
55 H -2.619 -4.632 1.098  0.441
56 H -0.810 -3.821 -0.367  0.438
57 H -0.151 1.162 -3.130  0.303
58 H -0.927 2.179 -5.250  0.458
59 H -2.402 0.907 -6.769  0.384
60 H -3.127 -1.379 -6.173  0.406
61 H -2.368 -2.400 -4.061  0.444
62 H -0.157 -3.374 -4.113  0.368
63 H 1.504 -5.174 -4.352  0.436
64 H 3.264 -5.473 -2.647  0.389
65 H 3.374 -3.953 -0.696  0.522
66 H 1.718 -2.137 -0.457  0.359
67 Cl -4.083 5.499 5.663  -0.216
68 C -3.100 4.614 4.537  0.454
69 C -3.638 4.244 3.314  -0.825
70 C -2.851 3.536 2.421  -0.158
71 C -1.540 3.211 2.748  0.060
72 C -1.016 3.593 3.977  -0.221
73 C -1.796 4.294 4.881  -0.866
74 C -0.702 2.447 1.779  1.300
75 O -1.222 1.937 0.756  -0.804
76 O 0.537 2.296 2.009  -0.590
77 H -4.657 4.512 3.071  0.420
78 H -3.238 3.237 1.456  0.518
79 H 0.005 3.330 4.218  0.422
80 H -1.405 4.593 5.844  0.419